Record 1
{"formula": "C21H44N9O6Sr", "method": "ωB97M-V with the def2-TZVPD basis set", "species": ["Sr", "C", "C", "C", "C", "C", "C", "N", "C", "C", "N", "C", "C", "O", "O", "C", "C", "C", "C", "C", "C", "N", "C", "C", "N", "C", "C", "O", "O", "H", "H", "H", "H", "H", "H", "H", "H", "H", "H", "H", "H", "H", "H", "H", "H", "H", "H", "H", "H", "H", "H", "H", "H", "H", "H", "H", "H", "H", "H", "H", "H", "H", "H", "H", "H", "H", "H", "H", "N", "N", "C", "N", "N", "N", "O", "O", "H", "H", "H", "H", "H"], "coordinates": [[-0.716868, 0.812687, 2.903502], [4.978408, 1.102490, -1.063317], [3.669518, 0.327936, -0.914797], [3.776613, -0.760867, 0.155220], [2.827701, -1.952407, -0.042192], [2.843541, -2.849123, 1.187487], [3.253186, -2.739212, -1.284515], [1.389448, -1.428157, -0.190943], [0.473385, -2.316271, -0.971565], [-0.989958, -2.344831, -0.533431], [-1.795793, -1.163193, -0.788636], [-2.929321, -1.098360, 0.139083], [-2.828886, 0.028858, 1.163592], [-3.423708, -0.098230, 2.259940], [-2.044956, 0.993763, 0.900898], [-2.270881, -0.931696, -2.178510], [-1.350832, -1.388451, -3.303319], [-2.677377, 0.539418, -2.325256], [-1.603535, 1.638593, -2.534220], [-2.246575, 2.947295, -2.043956], [-1.258780, 1.795108, -4.022242], [-0.377066, 1.305256, -1.773207], [0.593219, 2.399606, -1.701725], [2.031050, 1.916362, -1.809252], [2.474814, 1.155284, -0.635997], [2.639478, 2.030559, 0.538026], [1.632897, 1.737028, 1.636915], [0.911585, 2.654411, 2.087127], [1.575152, 0.527806, 2.047895], [5.746076, 0.446590, -1.475354], [5.346535, 1.475931, -0.106855], [4.863047, 1.948084, -1.741500], [3.467821, -0.145665, -1.880136], [3.606444, -0.321671, 1.138821], [4.789181, -1.168090, 0.154015], [3.836632, -3.277119, 1.320531], [2.136484, -3.675841, 1.083814], [2.595777, -2.276228, 2.083526], [4.331076, -2.887050, -1.232553], [3.036078, -2.214212, -2.214773], [2.799592, -3.726891, -1.331576], [1.039731, -1.269455, 0.756153], [1.449589, -0.450886, -0.572482], [0.833326, -3.335790, -0.857864], [0.580375, -2.034943, -2.008998], [-0.999750, -2.525827, 0.546268], [-1.415719, -3.255139, -0.987839], [-3.040855, -2.028164, 0.702342], [-3.872901, -0.974340, -0.399195], [-3.198458, -1.515027, -2.304620], [-0.423682, -0.819734, -3.314302], [-1.865288, -1.208171, -4.247929], [-1.141360, -2.457903, -3.258046], [-3.249410, 0.810492, -1.436050], [-3.377324, 0.609247, -3.161911], [-3.191885, 3.121232, -2.562888], [-1.604784, 3.808684, -2.232489], [-2.444985, 2.882437, -0.972440], [-2.171290, 1.819372, -4.619345], [-0.633019, 0.979676, -4.381393], [-0.734078, 2.732305, -4.213734], [-0.680829, 1.034846, -0.841418], [0.467671, 3.014929, -0.802056], [0.444345, 3.067873, -2.549937], [2.684176, 2.783110, -1.984352], [2.100643, 1.263786, -2.682746], [2.557122, 3.079672, 0.253803], [3.625665, 1.897213, 0.985776], [-2.380610, 2.138164, 4.733060], [-3.131845, 1.190117, 5.445225], [-2.957231, -0.138386, 5.268285], [-3.966589, -0.919779, 5.629098], [-1.753267, -0.530792, 4.834624], [-1.673517, -1.739810, 4.235151], [-0.808991, -1.786639, 3.347965], [-2.362126, -2.689240, 4.542917], [-2.058503, 2.852574, 5.374488], [-2.971441, 2.558101, 4.019122], [-4.032573, 1.476877, 5.797909], [-4.897014, -0.544908, 5.707036], [-3.853494, -1.915277, 5.512263]], "forces_ev_per_angstrom": [[0.15, 0.59, -0.18], [-0.03, -0.01, 0.00], [-0.01, 0.01, 0.04], [-0.06, 0.06, -0.03], [0.13, -0.05, -0.01], [-0.05, 0.00, -0.01], [-0.05, 0.02, -0.01], [0.02, 0.08, -0.06], [-0.14, -0.06, 0.02], [0.01, 0.09, -0.04], [-0.01, -0.05, -0.03], [0.02, 0.02, 0.02], [0.27, -0.05, 0.27], [0.31, 0.06, 0.04], [0.04, 0.01, 0.04], [0.02, 0.01, 0.00], [-0.01, 0.02, 0.09], [0.04, 0.01, 0.01], [-0.04, 0.00, -0.04], [0.01, -0.04, -0.02], [0.00, -0.01, 0.03], [0.06, 0.01, 0.01], [0.00, -0.02, -0.04], [-0.02, 0.02, 0.01], [0.07, 0.01, -0.05], [-0.07, 0.07, -0.02], [-0.02, -0.02, -0.02], [-0.07, -0.35, 0.05], [-0.26, -0.15, -0.14], [0.01, 0.01, 0.01], [0.01, 0.00, -0.01], [0.00, 0.00, 0.00], [-0.01, 0.01, 0.00], [0.00, 0.01, 0.01], [-0.01, -0.03, 0.02], [0.00, 0.00, -0.01], [0.02, 0.00, 0.02], [0.00, -0.01, 0.00], [0.00, 0.00, 0.00], [0.00, -0.01, 0.00], [-0.03, 0.00, -0.02], [0.03, 0.03, 0.06], [-0.07, -0.03, 0.02], [0.05, 0.00, 0.04], [0.05, -0.01, -0.07], [-0.01, -0.01, 0.00], [0.00, -0.01, -0.02], [-0.01, 0.00, 0.00], [0.00, 0.02, 0.01], [0.00, -0.02, 0.01], [0.03, -0.05, 0.01], [0.01, 0.00, 0.00], [0.01, -0.01, 0.00], [0.00, 0.01, -0.03], [0.00, 0.01, -0.01], [0.00, 0.01, 0.01], [-0.02, 0.01, 0.00], [0.00, 0.02, 0.00], [0.00, 0.02, 0.00], [-0.02, 0.01, -0.01], [0.02, -0.02, 0.00], [-0.02, 0.02, 0.00], [-0.01, -0.01, 0.00], [-0.01, 0.03, 0.04], [0.02, -0.01, -0.01], [0.00, -0.01, 0.00], [-0.01, 0.00, 0.01], [0.01, -0.01, -0.01], [-0.04, -0.25, -0.11], [-0.12, 0.12, 0.06], [0.03, -0.25, 0.21], [0.00, -0.03, -0.14], [-0.44, 0.59, 0.02], [0.05, -0.51, -0.21], [-0.05, -0.09, 0.08], [0.11, 0.06, -0.02], [0.04, 0.01, -0.01], [-0.03, 0.05, 0.04], [0.03, 0.08, 0.04], [0.00, 0.00, -0.02], [0.03, -0.04, 0.03]], "homo_lumo_gap_ev": 7.735, "total_charge": 1, "total_energy_ha": -1801.42504, "relative_energy_ev": 0.000}

Record 2
{"formula": "C28H43N3O4", "method": "ωB97M-V with the def2-TZVPD basis set", "species": ["C", "C", "C", "N", "N", "N", "C", "C", "C", "C", "C", "C", "C", "C", "C", "C", "H", "H", "H", "H", "H", "H", "H", "H", "H", "H", "H", "H", "H", "H", "H", "H", "H", "H", "H", "H", "H", "H", "H", "H", "H", "C", "C", "O", "C", "C", "C", "C", "C", "C", "C", "C", "C", "C", "C", "O", "O", "C", "C", "O", "H", "H", "H", "H", "H", "H", "H", "H", "H", "H", "H", "H", "H", "H", "H", "H", "H", "H"], "coordinates": [[2.382519, 2.244921, -0.014609], [1.721734, 2.280832, -1.366676], [2.105684, 3.495094, -2.195266], [0.266127, 2.271762, -1.166592], [-0.356888, 3.400519, -1.407524], [-1.673089, 3.129948, -1.224591], [-2.544678, 4.360407, -1.225327], [-2.187209, 5.164917, -2.459279], [-2.289622, 5.164008, 0.050117], [-1.880506, 1.813696, -0.913808], [-3.301617, 1.255366, -1.031374], [-3.333257, -0.269455, -0.883082], [-3.915370, 1.598693, -2.408709], [-4.117598, 1.829532, 0.128265], [-0.615941, 1.228813, -0.742660], [-0.197069, -0.184628, -0.547315], [3.471826, 2.328096, -0.084429], [2.005589, 3.049316, 0.627386], [2.175511, 1.296710, 0.487246], [1.994735, 1.369846, -1.902353], [3.195547, 3.494779, -2.360532], [1.649164, 3.451579, -3.187181], [1.810395, 4.431553, -1.699791], [-3.587434, 4.054267, -1.283839], [-2.700878, 6.140445, -2.456466], [-1.108084, 5.336649, -2.484915], [-2.496505, 4.644658, -3.367208], [-2.826292, 6.128645, 0.040997], [-2.618877, 4.608236, 0.934606], [-1.216408, 5.374385, 0.137465], [-3.102263, -0.568353, 0.155603], [-4.354950, -0.603284, -1.126565], [-2.644020, -0.754651, -1.590174], [-3.985009, 2.678365, -2.602972], [-3.326921, 1.126689, -3.211292], [-4.931712, 1.181566, -2.441830], [-4.179013, 2.925704, 0.111769], [-5.140780, 1.420978, 0.116501], [-3.629529, 1.530522, 1.067281], [-0.824933, -0.926710, -1.100111], [0.887701, -0.251183, -0.786644], [-0.085830, -3.496291, -3.945942], [-0.102772, -4.278583, -2.656241], [0.239616, -3.367831, -1.615980], [0.312265, -3.962639, -0.405355], [0.686806, -3.022347, 0.644201], [0.164916, -1.648730, 0.721365], [1.054018, -0.868075, 1.622472], [2.432823, -1.129300, 1.752635], [3.110163, -0.581828, 2.825512], [2.486929, 0.323132, 3.690425], [3.199492, 0.742968, 4.935848], [1.184915, 0.738315, 3.388918], [0.481326, 0.186223, 2.332560], [1.239746, -3.769343, 1.820193], [0.867698, -3.563628, 2.972689], [2.152021, -4.740102, 1.554109], [2.335648, -5.710946, 2.621991], [3.231711, -6.805044, 2.092633], [0.048869, -5.145709, -0.237218], [-0.277413, -4.165247, -4.788484], [-0.861996, -2.711006, -3.960564], [0.900212, -3.057028, -4.155716], [-1.088436, -4.728608, -2.484263], [0.666116, -5.053254, -2.653675], [-0.919638, -1.734989, 1.078324], [2.972112, -1.763087, 1.030356], [4.125000, -0.917599, 3.046997], [2.746459, 1.632923, 5.372637], [3.227681, 0.001253, 5.743196], [4.234011, 0.959381, 4.687199], [0.684666, 1.472920, 4.026416], [-0.527032, 0.529994, 2.043819], [2.788110, -5.223669, 3.500608], [1.350791, -6.123022, 2.896027], [3.375891, -7.531849, 2.899246], [2.769892, -7.312730, 1.237713], [4.213132, -6.427891, 1.781189]], "forces_ev_per_angstrom": [[0.32, -0.14, 0.79], [0.38, -0.03, 0.04], [0.42, 0.19, -0.26], [-1.79, -0.63, 0.68], [-2.01, -0.91, 0.78], [2.24, 0.37, -0.24], [0.29, 0.20, -0.17], [-0.14, 0.46, -0.33], [0.00, -0.03, 0.25], [-0.28, 0.34, -0.16], [0.22, -0.04, 0.45], [0.02, -0.16, -0.04], [0.13, -0.03, 0.03], [-0.32, 0.09, 0.30], [0.40, -0.31, -0.92], [1.37, -1.37, -2.03], [-0.18, 0.08, -0.16], [0.11, -0.04, -0.12], [-0.03, 0.09, 0.06], [-0.28, -0.07, -0.11], [-0.39, -0.05, 0.25], [-0.10, 0.11, 0.12], [0.22, -0.34, -0.20], [0.29, -0.12, 0.06], [0.16, -0.39, 0.14], [-0.24, 0.07, -0.11], [0.14, -0.04, -0.01], [0.14, -0.48, -0.18], [0.14, 0.08, -0.08], [-0.25, -0.03, 0.03], [0.04, -0.03, -0.54], [0.35, 0.03, 0.20], [-0.36, 0.08, 0.31], [0.03, -0.40, -0.02], [-0.19, 0.21, 0.21], [0.25, 0.14, -0.03], [-0.10, -0.39, 0.09], [0.31, 0.15, 0.03], [-0.27, 0.13, -0.15], [0.89, 1.21, -0.12], [-0.91, 0.02, -0.66], [-0.01, 0.14, -0.58], [0.17, 0.24, -0.35], [-0.49, 0.07, -0.65], [-0.19, 0.49, 2.03], [0.78, -1.52, -2.16], [-1.49, -0.26, 3.24], [-0.22, 0.44, 0.08], [-0.45, -0.08, -0.31], [0.06, 0.32, 0.23], [-0.29, -0.70, -0.04], [0.12, 0.44, 0.30], [-0.08, 0.41, 0.33], [0.24, -0.23, 0.31], [-0.78, 1.35, 0.68], [0.44, -0.12, -0.60], [-0.22, -0.07, 0.22], [-0.14, 0.37, -0.31], [0.03, -0.15, -0.08], [0.22, 0.10, -0.63], [-0.16, -0.04, 0.05], [0.38, -0.22, 0.06], [-0.29, 0.06, 0.30], [0.27, 0.00, 0.10], [-0.27, -0.20, -0.14], [1.28, 0.88, -0.50], [-0.59, 0.01, 0.59], [-0.14, 0.25, -0.17], [0.06, 0.12, -0.05], [-0.21, -0.18, -0.36], [0.21, 0.18, 0.12], [0.27, -0.10, -0.14], [0.48, -0.31, 0.46], [-0.30, -0.07, -0.30], [0.33, 0.28, 0.00], [0.07, -0.01, -0.17], [0.08, 0.11, 0.18], [-0.21, 0.00, 0.10]], "homo_lumo_gap_ev": 5.555, "total_charge": 0, "total_energy_ha": -1557.76338, "relative_energy_ev": 3.160}

Record 3
{"formula": "C2H8OS", "method": "ωB97M-V with the def2-TZVPD basis set", "species": ["C", "C", "S", "H", "H", "H", "H", "H", "H", "O", "H", "H"], "coordinates": [[0.359733, -0.031683, -0.552866], [1.624616, -0.455549, -1.300345], [1.731447, -2.311457, -1.180559], [-0.602380, -0.428119, -0.918625], [0.321550, 1.070159, -0.585744], [0.494948, -0.347907, 0.495139], [1.747448, -0.134204, -2.352523], [2.484496, -0.061189, -0.725416], [2.042880, -2.420655, -2.489607], [-3.284625, 1.951616, 2.907963], [-4.035815, 2.076765, 3.531112], [-2.884299, 1.092222, 3.171471]], "forces_ev_per_angstrom": [[0.17, 0.72, -0.04], [0.26, -0.54, 0.64], [0.24, 0.66, -0.95], [0.62, 0.01, -0.08], [-0.22, -0.32, 0.23], [-0.27, 0.20, -0.32], [-0.43, -0.22, 0.64], [-0.36, -0.12, -0.47], [-0.02, -0.38, 0.36], [-0.36, -0.75, 0.91], [0.82, -0.17, -0.66], [-0.46, 0.92, -0.25]], "homo_lumo_gap_ev": 9.818, "smiles": "CCS.O", "total_charge": 0, "total_energy_ha": -554.40343, "relative_energy_ev": 0.393}

Record 4
{"formula": "CH6OP2", "method": "ωB97M-V with the def2-TZVPD basis set", "species": ["C", "O", "P", "P", "H", "H", "H", "H", "H", "H"], "coordinates": [[0.651577, 1.607766, -0.084231], [0.250618, 1.617442, 1.166824], [-0.731803, -1.481225, 0.478624], [0.066499, -0.745501, -1.438956], [0.080973, 2.065477, -0.817105], [1.711893, 1.670007, -0.273637], [-0.643456, 1.187691, 1.146672], [-2.122738, -1.632219, 0.270545], [-0.518092, -2.896799, 0.512453], [1.254529, -1.392638, -0.961190]], "forces_ev_per_angstrom": [[1.23, -1.91, -1.53], [-1.23, -1.10, 0.54], [-0.41, -0.09, 0.50], [0.63, 0.89, 1.57], [-1.32, 0.91, -1.14], [0.21, -0.08, 0.39], [0.71, 0.56, 0.65], [0.02, 0.08, -0.27], [0.15, 0.45, -0.30], [0.01, 0.29, -0.41]], "homo_lumo_gap_ev": [7.465, 7.663], "total_charge": 0, "total_energy_ha": -799.51362, "relative_energy_ev": 3.390}